Formula: C4H13NOS2
Source: the OMol25 dataset
Level of theory: the ωB97M-V functional and the def2-TZVPD basis

Atoms and positions in Å:
S  4.527  0.459  -0.559
S  -2.856  0.399  0.305
C  -1.671  0.977  1.525
C  -0.394  0.189  1.540
N  0.549  0.774  0.520
C  1.603  -0.135  0.109
C  1.380  -0.997  -1.124
H  -1.701  0.927  -0.872
H  -1.463  2.016  1.279
H  -2.263  0.920  2.439
H  0.145  0.217  2.479
H  -0.532  -0.869  1.263
H  0.980  1.576  0.958
H  2.021  -0.846  0.892
H  2.592  0.340  -0.049
H  1.197  -0.256  -1.922
H  2.286  -1.560  -1.247
H  0.490  -1.607  -0.997
H  -2.694  -1.137  -2.744
H  -2.321  -0.561  -1.479
O  -1.875  -0.828  -2.318

- LUMO level: -3.1207 eV
- Maximum force: 4.28 eV/A
- Energy above the lowest of the compared OMol25 structures with the same formula, charge and spin: 596.7 kJ/mol
- Calculated total energy: -29561.19838 eV
- Kohn-Sham gap: 6.3 eV